(1)
Here is a cluster of 4 separate species, C31H73N11O3P4S in total in a non-equilibrium geometry from the Open Molecules 2025 dataset. Energies are from ωB97M-V/def2-TZVPD.

Results
Orbital gap = 6.583 eV
E_HOMO = -7.821 eV
LUMO energy = -1.24 eV
Structure (SMILES) = CCP(C)c1ccc(CC(C)C)c2nsnc12.CN(C)P(=O)(N(C)C)N(C)C.CN(C)P(=O)(N(C)C)N(C)C.CN(C)P(=O)(N(C)C)N(C)C

The geometry in ORCA input format:
```
! wB97M-V def2-TZVPD RIJCOSX def2/J DEFGRID3
* xyz 0 1
S -3.376 -0.060 1.006
P 0.660 -0.402 -2.354
P 6.854 -0.274 0.594
P 8.348 -2.552 6.900
P -10.453 3.518 -4.968
O 7.047 -1.906 6.363
O 7.825 0.010 -0.578
O -9.155 2.798 -4.528
N -1.854 -0.044 0.120
N 9.843 -3.295 7.516
N 5.545 0.370 -0.322
N 7.519 0.995 1.555
N 7.544 -4.069 7.046
N 8.226 -1.726 8.410
N -9.538 4.557 -5.994
N -11.945 4.347 -5.474
N -10.633 4.292 -3.436
N -4.501 -0.612 -0.214
N 5.737 -0.602 1.942
C 1.493 -2.162 -2.351
C 7.154 -4.688 5.777
C 5.168 -0.417 -1.500
C 0.454 -3.342 -1.868
C 7.693 -5.093 8.068
C -3.503 -1.628 -4.210
C -1.881 -1.283 -4.037
C 10.491 -4.174 6.518
C -9.737 5.968 -6.286
C 1.413 0.590 -3.804
C 7.544 -0.426 8.418
C 10.890 -2.297 7.854
C -2.183 -0.512 -1.284
C -12.352 3.988 -6.851
C -7.024 -0.917 -3.939
C -1.212 -0.756 -2.603
C -7.909 -2.052 -4.791
C -4.502 -1.433 -2.924
C 6.806 2.196 1.956
C -8.908 3.897 -7.140
C 8.929 1.342 1.337
C -10.546 5.725 -3.212
C -13.120 3.984 -4.642
C 4.849 -1.754 1.672
C 8.008 -2.369 9.695
C 6.437 -0.969 3.198
C 4.409 1.160 0.127
C -10.087 3.603 -2.261
C -6.108 -1.758 -2.871
C -3.783 -0.873 -1.522
C -8.168 -0.089 -3.043
H -9.517 6.086 -3.294
H 10.660 -3.645 5.574
H 6.046 -0.806 -2.025
H 9.051 1.975 0.449
H -12.430 2.901 -6.970
H 5.718 -1.214 3.989
H -8.651 -0.908 -2.324
H 2.197 -0.114 -4.360
H 4.625 0.187 -2.233
H -6.431 -0.212 -4.659
H -8.882 6.381 -6.834
H 1.915 -2.463 -3.409
H -10.620 6.168 -6.899
H 8.648 -5.622 8.021
H -9.002 3.746 -2.184
H 4.544 -1.274 -1.231
H -10.544 3.967 -1.334
H -8.497 2.920 -6.869
H 6.453 -0.549 8.418
H 11.119 -1.662 6.990
H -7.271 -2.597 -5.615
H -9.794 6.587 -5.396
H 5.844 1.962 2.418
H 3.851 1.566 -0.725
H 7.832 0.171 7.548
H -6.477 -1.453 -1.777
H -13.279 2.900 -4.640
H -8.362 -2.789 -3.989
H 6.662 2.881 1.116
H 6.912 -5.857 7.976
H 6.771 -3.948 5.067
H 7.354 2.739 2.737
H -8.832 -1.452 -5.246
H -10.300 2.530 -2.303
H 10.607 -1.648 8.686
H 9.902 -5.065 6.302
H 4.697 2.044 0.689
H 4.231 -1.992 2.547
H -11.655 4.359 -7.602
H -0.473 -3.476 -2.605
H 7.039 -0.153 3.605
H 0.582 0.973 -4.570
H 7.095 -1.832 3.043
H 3.691 0.594 0.724
H -8.066 4.477 -7.529
H -13.025 4.314 -3.605
H 9.347 1.878 2.196
H 6.983 -2.740 9.793
H -10.913 5.992 -2.213
H -3.926 -2.007 -5.233
H -13.317 4.440 -7.110
H -9.030 0.206 -3.797
H 11.453 -4.552 6.886
H 7.819 0.165 9.298
H 7.563 -4.714 9.078
H -1.095 -1.433 -4.919
H -6.269 -2.910 -3.078
H 4.138 -1.555 0.871
H 2.424 -2.178 -1.617
H 6.349 -5.416 5.912
H -7.722 0.829 -2.470
H 9.538 0.441 1.215
H 8.719 -3.181 9.868
H 2.033 1.510 -3.397
H 8.189 -1.671 10.522
H 11.812 -2.793 8.180
H -9.619 3.735 -7.955
H 0.022 -3.066 -0.797
H 0.956 -4.398 -1.760
H -14.029 4.471 -5.015
H 5.426 -2.644 1.398
H -11.195 6.282 -3.893
H 7.997 -5.192 5.296
*
```



(2)
Here is a cluster of 13 separate species, C31H74N6O17 in total in a non-equilibrium geometry from the Open Molecules 2025 dataset. Energies are from ωB97M-V/def2-TZVPD.

Results
Orbital gap = 8.780 eV
E_HOMO = -8.932 eV
LUMO energy = -0.15 eV

The geometry in ORCA input format:
```
! wB97M-V def2-TZVPD RIJCOSX def2/J DEFGRID3
* xyz 0 1
O -1.249 4.728 7.629
O -0.297 1.268 -1.929
O 3.324 1.383 5.546
O -6.168 2.310 1.806
O 1.888 2.199 -7.522
O -4.738 -3.616 1.845
O 0.229 -1.032 -1.865
O 0.379 0.286 -0.025
O -0.759 6.919 -6.573
O 2.450 6.840 -0.145
O -6.613 -4.450 0.978
O -2.430 -0.771 -9.220
O -5.116 -3.522 -0.433
O 5.480 -8.696 -2.910
O 5.159 0.961 -2.109
O 8.718 -5.346 2.540
O 0.319 -7.383 3.670
N 0.470 7.138 1.012
N 2.220 0.003 -7.411
N 7.532 -4.215 4.089
N -3.205 0.870 -7.767
N -6.114 2.441 -0.441
N -1.528 2.499 8.100
C 3.122 2.584 4.897
C -5.873 3.287 -1.605
C -5.551 -2.819 3.978
C -0.947 -6.731 3.576
C -5.497 -3.983 2.953
C 1.008 -0.929 0.303
C -5.430 -3.837 0.730
C 0.045 0.251 -1.362
C -1.623 1.980 6.741
C 2.217 -0.353 -8.817
C -1.268 3.801 8.492
C 0.939 8.262 1.799
C 2.124 1.202 -6.823
C -6.846 -4.574 2.415
C 8.019 -4.433 2.877
C -2.810 0.426 -8.955
C -1.495 1.395 9.124
C 1.378 -3.053 -1.343
C -5.982 2.983 0.756
C -3.073 0.092 -6.550
C 7.810 -5.070 5.286
C -0.868 6.629 1.466
C -3.584 2.259 -7.486
C 0.415 -1.987 -0.823
C -1.333 7.025 -5.317
C 6.171 1.131 -1.067
C 6.196 -3.520 4.325
C -6.874 1.230 -0.594
C 1.268 6.511 0.155
C 2.525 -1.128 -6.568
C 5.566 -8.187 -1.595
H -7.728 -4.077 2.819
H -6.283 -2.104 3.600
H 5.777 -7.128 -1.746
H -1.191 2.754 6.107
H -5.199 4.087 -1.299
H -7.913 1.406 -0.317
H 1.154 -3.277 -2.386
H -2.738 1.192 -9.742
H 8.413 -5.966 5.144
H 5.423 -9.654 -2.914
H -5.384 2.694 -2.378
H -0.768 0.620 8.881
H 6.364 -8.554 -0.949
H 6.960 0.382 -1.138
H -3.142 -0.967 -6.799
H -2.522 1.092 9.323
H 1.904 0.364 -9.576
H -2.595 1.675 6.352
H 2.491 -0.817 -5.524
H -5.004 -4.899 3.277
H -0.631 6.006 -6.841
H -1.457 6.149 0.684
H 5.624 0.598 -2.867
H -4.597 -2.300 4.073
H 0.926 -1.330 1.313
H -2.251 7.613 -5.334
H 3.572 -1.430 -6.584
H -1.609 6.005 -5.052
H -0.617 -2.292 -0.645
H 2.458 -2.960 -1.223
H 4.070 2.808 4.407
H 5.370 -4.232 4.341
H -6.756 0.661 -1.516
H -1.087 1.705 10.086
H -0.944 -5.948 4.334
H 5.816 -2.684 3.738
H -3.881 0.380 -5.877
H -1.524 7.476 1.664
H 8.199 -4.523 6.145
H -5.594 4.012 0.718
H 3.270 -0.496 -9.059
H -6.938 -5.615 2.724
H 2.287 2.458 4.209
H -6.718 3.761 -2.105
H 1.208 -3.937 -0.729
H -1.131 -6.373 2.563
H -3.361 2.871 -8.360
H -6.549 0.577 0.217
H 6.337 -3.151 5.341
H 0.800 5.614 -0.280
H -1.133 3.821 9.584
H 6.637 2.094 -1.275
H 0.512 -7.882 4.467
H 5.877 1.140 -0.017
H 2.054 -0.893 -0.001
H 1.896 -1.994 -6.777
H 7.606 -3.755 2.115
H -0.837 1.278 6.463
H -2.200 0.317 -5.938
H 0.212 9.074 1.775
H -1.757 -7.424 3.802
H 2.883 3.354 5.630
H -3.280 2.555 -6.482
H -4.672 2.304 -7.535
H 6.910 -5.531 5.695
H 1.855 8.722 1.427
H 2.228 1.176 -5.728
H 2.832 1.464 6.366
H 1.643 -1.272 -8.940
H -0.680 7.344 -4.503
H 4.720 -8.376 -0.934
H -0.615 5.981 2.305
H -5.866 -3.054 4.994
H 1.165 8.054 2.845
*
```



(3)
Here is a cluster of 14 separate species, C31H79ClO15S in total in a non-equilibrium geometry from the Open Molecules 2025 dataset. Energies are from ωB97M-V/def2-TZVPD.

Results
Orbital gap = 7.169 eV
E_HOMO = -8.640 eV
LUMO energy = -1.47 eV

The geometry in ORCA input format:
```
! wB97M-V def2-TZVPD RIJCOSX def2/J DEFGRID3
* xyz 0 1
Cl -6.536 -1.565 0.624
S -1.907 -1.272 -2.410
O -3.568 -1.656 1.333
O 2.634 -0.640 2.382
O 0.683 -4.580 2.226
O 1.474 5.594 0.897
O -2.854 -5.978 -0.448
O -0.827 7.696 4.838
O -9.909 1.047 0.850
O -4.651 3.071 0.110
O 5.888 2.666 -6.010
O 8.547 -4.237 -0.170
O 2.759 -3.953 -2.440
O -4.418 0.498 3.642
O -4.045 -8.891 0.252
O 6.308 3.224 -2.436
O -3.826 4.628 2.372
C 0.213 2.876 -1.321
C -5.604 0.914 0.073
C -3.912 -0.767 0.575
C 1.418 -5.772 2.488
C 5.196 -0.369 -1.194
C -5.311 -9.322 0.746
C -1.714 6.590 4.996
C 1.611 -1.571 2.745
C 1.491 6.968 0.526
C -1.024 2.551 -0.485
C -3.509 1.574 3.893
C 5.474 -1.214 0.063
C 1.516 2.667 -0.577
C 2.852 0.620 -1.317
C -5.346 -0.356 0.393
C 1.829 1.186 -0.309
C -2.947 0.020 -0.250
C 6.208 4.493 -3.079
C 3.502 -5.007 -1.838
C -4.535 5.836 2.592
C -1.727 -0.733 -0.669
C 9.456 -3.176 0.105
C -4.224 -5.775 -0.773
C -10.018 2.287 0.159
C -3.204 1.305 -0.573
C 4.656 2.170 -5.483
C -2.254 2.176 -1.346
C 4.315 0.859 -0.892
C -1.757 -3.084 -2.238
C -0.394 -3.439 -1.613
C -4.492 1.879 -0.105
H 10.363 -3.557 0.584
H -3.148 1.996 2.952
H 5.438 -0.613 0.968
H -9.363 3.044 0.598
H -6.624 1.242 -0.055
H -1.281 8.364 4.320
H 0.548 7.261 0.054
H -3.998 4.324 1.476
H 4.186 -4.558 -1.123
H 4.661 -1.016 -1.883
H 4.082 -5.558 -2.583
H -1.198 5.835 5.583
H -5.392 -8.987 1.776
H 4.330 1.080 0.172
H 0.948 0.546 -0.346
H 2.842 -5.701 -1.308
H 4.495 1.133 -5.789
H 2.153 -4.345 -3.072
H 4.698 -1.968 0.158
H -6.129 -8.884 0.167
H -0.458 -3.359 -0.535
H 8.980 -4.847 -0.770
H -1.290 3.455 0.060
H -3.925 -0.175 3.165
H -4.050 2.345 4.433
H -9.775 2.171 -0.902
H 6.893 5.216 -2.628
H -4.199 6.616 1.901
H 4.713 1.738 -1.386
H 4.722 2.214 -4.399
H -0.107 -4.440 -1.916
H -4.715 -6.733 -0.953
H 0.762 5.472 1.530
H 1.322 -1.438 3.791
H 0.765 -6.562 2.870
H 0.325 -2.706 -1.958
H -3.969 -9.186 -0.659
H 5.187 4.845 -2.954
H -4.745 -5.244 0.029
H 6.458 -1.675 0.044
H 2.318 3.047 -1.211
H 3.397 -0.814 2.936
H 1.576 3.241 0.339
H 7.208 2.909 -2.549
H 3.818 2.786 -5.818
H 1.674 7.609 1.392
H 5.836 2.628 -6.966
H -4.333 6.154 3.612
H 2.298 7.103 -0.189
H -9.000 0.749 0.773
H 2.163 -5.538 3.243
H 2.673 1.134 -2.263
H -5.393 -10.411 0.720
H -1.958 1.682 -2.266
H -0.830 1.784 0.257
H 2.257 1.054 0.676
H 8.961 -2.486 0.783
H 9.721 -2.643 -0.812
H 0.747 -1.379 2.113
H -4.272 -5.176 -1.680
H 0.215 2.339 -2.270
H 0.147 3.931 -1.594
H -1.843 -3.479 -3.243
H -2.833 -6.518 0.347
H 6.123 -0.082 -1.682
H -5.612 5.686 2.475
H -11.048 2.621 0.247
H 6.428 4.394 -4.144
H 1.926 -6.128 1.588
H 2.666 -0.441 -1.453
H -2.620 6.895 5.526
H -1.557 -1.590 -0.030
H -2.660 1.243 4.498
H 1.941 -2.594 2.586
H -2.568 -3.454 -1.623
H 0.024 -4.783 1.558
H -1.982 6.166 4.026
H -2.786 3.092 -1.584
H -0.842 -0.114 -0.635
*
```